[1]
Formula: C4H10N
Source: the OMol25 dataset
Level of theory: the ωB97M-V functional and the def2-TZVPD basis

```
15
Properties=species:S:1:pos:R:3:forces:R:3
C 3.2695 -0.3110 -0.3834 -0.30 -1.79 1.01
N 2.2069 0.5007 -0.1116 0.58 1.21 -0.41
H 3.1076 -1.2639 0.1236 0.63 0.03 -0.47
H 4.1296 -0.1720 -1.0111 -0.19 0.61 -0.12
H 2.1990 1.4628 -0.4113 -0.27 -0.24 0.01
H 1.3483 0.0639 0.1541 -0.26 0.26 0.02
C -2.5547 0.0440 0.9428 -0.29 -1.09 0.07
C -1.4891 0.4991 -0.0129 -0.91 -1.60 0.15
C -0.7512 -0.4316 -0.6537 -1.49 2.32 0.40
H -2.4698 -1.0276 1.1624 0.31 0.10 0.06
H -2.6042 0.5449 1.9069 -0.16 0.37 -0.15
H -3.5146 0.0723 0.3942 0.18 0.53 0.47
H -1.6758 1.5321 -0.2538 0.92 0.36 -0.57
H -0.2772 -0.0794 -1.5606 0.62 -0.81 0.07
H -0.9243 -1.4344 -0.2854 0.63 -0.25 -0.57
```
Positions in Å, forces in eV/Å.

HOMO energy (alpha / beta) in eV: -5.9 / -9.9
Net charge: 0
Kohn-Sham gap (alpha / beta) in Eh: 0.256 / 0.402
2S+1: 2

***

[2]
Formula: C32H16Cl4N3O13TeY
Source: the OMol25 dataset
Level of theory: the ωB97M-V functional and the def2-TZVPD basis

```
70
Properties=species:S:1:pos:R:3:forces:R:3
Y 1.8254 -0.9482 1.1159 -0.23 -0.29 -0.42
Cl 4.3053 0.2370 -5.3388 0.00 0.01 -0.01
C 3.5402 -0.5475 -3.9921 0.00 -0.02 0.01
C 2.6685 -1.5974 -4.1954 0.02 0.00 0.00
Cl 2.3216 -2.1506 -5.8033 -0.01 0.00 0.00
C 2.0572 -2.2196 -3.0936 -0.02 -0.31 0.06
Cl 0.9365 -3.5276 -3.3361 0.00 0.01 0.01
C 2.3169 -1.8247 -1.7860 0.01 0.44 -0.06
O 1.7177 -2.2708 -0.7160 0.00 -0.06 0.09
C 3.2292 -0.7312 -1.5828 -0.12 -0.07 0.03
O 3.3925 -0.3494 -0.3453 0.04 0.17 0.05
C 3.8105 -0.1168 -2.6836 0.12 -0.02 0.05
Cl 4.8684 1.2309 -2.3922 -0.01 0.00 0.00
O 0.6834 -0.8799 3.4007 0.08 0.01 -0.01
C 0.5994 -2.0822 3.0841 0.02 0.10 0.23
O 1.5753 -2.7249 2.5737 -0.01 -0.03 -0.09
C -0.7609 -2.6879 2.9591 0.03 0.13 0.00
C -1.4634 -3.3134 3.9354 -0.05 -0.07 0.02
C -2.7591 -3.7788 3.6443 0.08 0.06 -0.08
C -3.2538 -3.6811 2.3609 0.04 -0.11 0.00
C -2.5046 -3.0871 1.3616 -0.14 -0.02 -0.04
C -1.2818 -2.3940 1.6367 0.01 0.08 0.48
O -0.6780 -1.5352 0.9258 0.18 -0.47 -0.30
N -3.0189 -3.3136 0.0131 -0.08 0.11 0.24
O -4.2355 -3.3687 -0.1416 -0.09 0.10 -0.05
O -2.2172 -3.5112 -0.8682 0.13 -0.14 -0.05
N -3.5484 -4.4104 4.6645 -0.03 0.05 0.04
O -4.6808 -4.7869 4.3888 0.01 -0.03 0.00
O -3.0579 -4.5382 5.7803 0.00 -0.02 -0.01
H -1.0505 -3.4534 4.9242 -0.01 0.00 0.00
H -4.2136 -4.1051 2.1104 0.00 -0.02 0.01
Te -1.0087 -0.8681 -1.8408 0.06 0.36 -0.22
C -1.7715 -0.4348 -3.7835 -0.01 0.08 -0.04
C -1.3125 0.6281 -4.5576 0.05 0.00 0.05
C -1.8409 0.8678 -5.8190 0.00 0.00 -0.01
C -2.8364 0.0433 -6.3253 0.00 -0.01 0.01
C -3.2942 -1.0259 -5.5679 0.02 0.02 -0.01
C -2.7603 -1.2649 -4.3078 -0.01 -0.01 0.01
C -2.4235 0.3930 -0.8887 -0.06 -0.05 0.03
C -3.7821 0.0917 -0.9361 -0.01 -0.03 -0.04
C -4.7070 0.8857 -0.2724 0.01 0.03 0.01
C -4.2813 1.9857 0.4603 0.00 -0.01 -0.02
C -2.9278 2.2844 0.5243 0.00 0.01 0.02
C -2.0043 1.4944 -0.1478 0.06 -0.04 0.00
H -0.5285 1.2668 -4.1689 0.00 0.01 -0.01
H -1.4692 1.6967 -6.4098 0.00 0.00 0.00
H -3.2471 0.2280 -7.3111 0.00 0.00 0.00
H -4.0637 -1.6805 -5.9602 0.00 0.00 0.00
H -3.1103 -2.1077 -3.7224 0.01 0.00 0.00
H -4.1207 -0.7810 -1.4823 0.00 0.00 0.01
H -5.7594 0.6309 -0.3122 0.00 0.00 0.00
H -5.0006 2.5994 0.9895 0.00 0.00 0.00
H -2.5841 3.1329 1.1039 0.00 -0.01 0.01
H -0.9482 1.7283 -0.0844 0.00 0.02 -0.01
O 3.4119 0.2507 2.4471 0.01 0.06 0.00
C 2.8448 1.3272 2.1460 -0.04 -0.02 -0.01
O 1.7816 1.3891 1.4681 -0.06 0.00 0.02
C 3.4657 2.6210 2.6080 0.01 0.00 0.00
C 2.9175 3.8341 2.2105 -0.01 -0.01 0.00
C 3.4912 5.0251 2.6203 0.00 0.01 0.01
C 4.6134 4.9702 3.4305 -0.02 -0.02 0.00
C 5.1785 3.7736 3.8404 0.01 0.01 0.01
C 4.5935 2.5926 3.4191 0.00 0.00 -0.01
N 5.2303 6.2304 3.8711 0.04 0.02 -0.04
O 6.2264 6.1676 4.5687 -0.02 0.00 0.01
O 4.7192 7.2752 3.5124 -0.01 -0.01 0.02
H 2.0422 3.8204 1.5761 0.00 0.00 0.00
H 3.0900 5.9823 2.3239 0.00 0.00 0.00
H 6.0551 3.7831 4.4701 0.00 0.00 0.00
H 4.9973 1.6309 3.7035 0.00 0.00 0.00
```
Positions in Å, forces in eV/Å.

HOMO energy in eV: -2.6
Net charge: -2
Kohn-Sham gap in Eh: 0.193

***

Results for total energy: -5797.086, -122959.440 (in eV, following the order of the records).